Record 1
118
Properties=species:S:1:pos:R:3 method="wB97M-V/def2-TZVPD" smiles="CCCC[Si@H](COc1ccccc1)[PH2]=S.O=C1C=C(O)C(=O)C=C1O.O=C1C=C(O)C(=O)C=C1O.O=C1C=C(O)C(=O)C=C1O.O=C1C=C(O)C(=O)C=C1O.O=C1C=C(O)C(=O)C=C1O.O=C1C=C(O)C(=O)C=C1O" homo_lumo_gap_ev=6.61 relative_energy_kj_mol=1155.0 e_tot_ev=-128610.3435 homo_energy_ev=-8.34 largest_force_ev_per_a=4.9
C -2.391 11.094 1.304
C -1.397 10.975 -0.033
C -1.586 9.432 -0.584
C -0.395 9.175 -1.684
Si 0.942 7.989 -0.871
C 2.697 8.778 -0.803
O 3.261 8.940 0.546
C 2.805 10.175 1.202
C 2.292 10.061 2.790
C 1.807 11.431 3.618
C 1.798 12.947 2.939
C 2.284 13.045 1.358
C 2.787 11.682 0.554
P 1.067 6.249 -2.276
S 2.105 4.787 -1.501
H -3.446 10.693 0.935
H -1.942 10.425 2.155
H -2.494 12.197 1.681
H -1.789 11.699 -0.883
H -0.303 11.218 0.316
H -1.436 8.683 0.324
H -2.663 9.341 -1.060
H -0.909 8.626 -2.611
H 0.096 10.145 -2.118
H 0.453 7.452 0.391
H 2.672 9.749 -1.454
H 3.424 8.023 -1.375
H 2.272 9.055 3.398
H 1.468 11.392 4.760
H 1.458 13.910 3.556
H 2.258 14.112 0.850
H 3.141 11.796 -0.558
H -0.244 5.860 -2.751
H 1.849 6.736 -3.421
O 2.590 1.405 3.224
C 1.941 1.020 2.258
C 0.705 0.235 2.405
C 0.031 -0.184 1.332
O -1.132 -0.919 1.462
C 0.504 0.123 -0.046
O -0.127 -0.292 -1.013
C 1.726 0.927 -0.194
C 2.399 1.349 0.879
O 3.547 2.108 0.749
H 0.374 0.018 3.412
H -1.430 -1.102 0.545
H 2.049 1.158 -1.201
H 3.847 2.286 1.667
O -0.879 -2.525 -0.428
C -0.463 -3.658 -0.212
C -1.093 -4.551 0.774
C -0.604 -5.772 0.998
O -1.192 -6.617 1.921
C 0.590 -6.274 0.265
O 1.027 -7.394 0.505
C 1.205 -5.391 -0.738
C 0.715 -4.170 -0.965
O 1.286 -3.335 -1.908
H -1.959 -4.172 1.301
H -0.656 -7.440 1.901
H 2.063 -5.775 -1.276
H 0.753 -2.511 -1.883
O 7.287 -10.054 0.534
C 6.542 -9.248 -0.013
C 6.847 -7.810 -0.071
C 6.006 -6.958 -0.660
O 6.288 -5.605 -0.721
C 4.733 -7.426 -1.273
O 3.971 -6.616 -1.790
C 4.439 -8.867 -1.236
C 5.282 -9.721 -0.650
O 5.014 -11.077 -0.614
H 7.775 -7.483 0.380
H 5.528 -5.202 -1.194
H 3.519 -9.197 -1.701
H 5.771 -11.480 -0.136
O 1.151 -1.242 -3.442
C 0.592 -1.088 -4.523
C -0.829 -0.721 -4.626
C -1.411 -0.577 -5.818
O -2.745 -0.229 -5.923
C -0.651 -0.787 -7.081
O -1.218 -0.666 -8.161
C 0.776 -1.131 -6.978
C 1.359 -1.271 -5.786
O 2.700 -1.591 -5.681
H -1.370 -0.574 -3.701
H -2.930 -0.190 -6.887
H 1.321 -1.263 -7.904
H 2.883 -1.637 -4.717
O -4.959 -11.441 2.236
C -4.394 -10.890 1.297
C -2.995 -10.442 1.377
C -2.414 -9.831 0.343
O -1.099 -9.409 0.411
C -3.157 -9.577 -0.921
O -2.602 -8.996 -1.848
C -4.548 -10.046 -1.010
C -5.128 -10.661 0.022
O -6.435 -11.107 -0.055
H -2.467 -10.631 2.304
H -0.912 -8.996 -0.460
H -5.071 -9.871 -1.942
H -6.623 -11.515 0.818
O -5.621 2.210 4.080
C -5.204 1.077 4.296
C -5.834 0.185 5.282
C -5.346 -1.037 5.506
O -5.934 -1.882 6.429
C -4.151 -1.539 4.773
O -3.714 -2.659 5.014
C -3.536 -0.655 3.770
C -4.026 0.565 3.544
O -3.455 1.400 2.601
H -6.700 0.563 5.810
H -5.397 -2.704 6.409
H -2.679 -1.040 3.232
H -3.988 2.224 2.625

Record 2
99
Properties=species:S:1:pos:R:3 method="wB97M-V/def2-TZVPD" homo_lumo_gap_ev=7.27 relative_energy_kj_mol=77.2 charge=+2 e_tot_ev=-76560.9751 homo_energy_ev=-12.40 largest_force_ev_per_a=0.8
Al -0.422 -0.330 0.114
C 2.609 -6.529 0.141
C 1.657 -5.364 0.045
C 0.293 -5.506 0.294
C -0.548 -4.415 0.273
C -0.104 -3.126 -0.046
N -0.965 -2.039 0.080
C -2.284 -2.143 0.591
C -3.339 -2.752 -0.085
C -4.625 -2.724 0.425
C -4.924 -2.061 1.618
C -6.334 -1.993 2.145
C -3.881 -1.443 2.292
C -2.584 -1.494 1.796
N -1.525 -0.935 2.604
C -1.364 -1.033 3.935
C -0.193 -0.391 4.277
C 0.326 0.076 3.075
N -0.480 -0.252 2.064
C 1.263 -2.993 -0.372
C 2.108 -4.098 -0.267
N 1.868 -1.750 -0.881
C 2.928 -1.813 -1.629
C 3.439 -0.750 -2.479
C 1.987 0.636 -1.031
N 1.227 -0.553 -0.645
H 2.083 -7.471 -0.009
H 3.079 -6.570 1.126
H 3.402 -6.460 -0.602
H -0.108 -6.480 0.546
H -1.589 -4.548 0.537
H -3.130 -3.255 -1.022
H -5.421 -3.216 -0.122
H -6.932 -2.823 1.774
H -6.819 -1.068 1.825
H -6.352 -2.014 3.234
H -4.076 -0.919 3.223
H -2.082 -1.559 4.545
H 0.229 -0.289 5.263
H 1.234 0.627 2.883
H 3.178 -3.976 -0.387
H 3.285 -2.812 -1.823
H 3.651 -1.121 -3.476
H 1.307 1.490 -1.020
C -3.110 1.534 -2.031
C -2.261 1.185 -3.262
C -1.061 0.314 -2.911
Sb 0.439 -0.129 -4.430
C -0.199 1.234 -5.925
C -0.079 2.618 -5.789
C -0.497 3.459 -6.811
C -1.030 2.923 -7.978
C -1.140 1.548 -8.126
C -0.724 0.703 -7.103
C 2.106 1.008 -3.672
C 2.944 1.489 -4.604
C 4.373 1.696 -4.355
C 4.967 1.235 -3.252
C 4.182 0.562 -2.191
C 2.691 0.563 -2.371
Sb -1.973 1.901 -0.251
C -3.102 3.329 0.821
C -3.452 4.458 0.089
C -4.104 5.498 0.736
C -4.390 5.407 2.094
C -4.031 4.276 2.813
C -3.381 3.224 2.177
C -0.390 3.234 -0.751
C 0.340 3.727 0.334
C 1.408 4.589 0.124
C 1.759 4.956 -1.171
C 1.036 4.471 -2.251
C -0.041 3.614 -2.044
H -3.734 0.683 -1.746
H -3.774 2.380 -2.208
H -1.944 2.086 -3.782
H -2.902 0.653 -3.970
H -1.385 -0.665 -2.543
H -0.437 0.805 -2.157
H 0.368 3.039 -4.897
H -0.402 4.532 -6.702
H -1.349 3.581 -8.776
H -1.541 1.131 -9.041
H -0.810 -0.370 -7.233
H 2.571 1.713 -5.599
H 4.953 2.229 -5.098
H 6.016 1.424 -3.062
H 4.561 0.665 -1.182
H 2.743 0.835 -0.262
H -3.216 4.543 -0.965
H -4.383 6.382 0.178
H -4.894 6.223 2.594
H -4.255 4.208 3.869
H -3.106 2.342 2.742
H 0.070 3.454 1.350
H 1.964 4.979 0.968
H 2.590 5.631 -1.333
H 1.310 4.757 -3.259
H -0.602 3.256 -2.893

Record 3
98
Properties=species:S:1:pos:R:3 method="wB97M-V/def2-TZVPD" homo_lumo_gap_ev=8.14 charge=+2 e_tot_ev=-119189.7507 homo_energy_ev=-13.43 largest_force_ev_per_a=2.7
Lu 1.171 0.100 -0.444
Cl 3.389 0.187 -1.371
P -0.111 -2.469 -1.399
P -0.124 2.620 -1.409
C 0.242 -3.385 0.140
C 1.041 -3.253 -2.600
C -1.751 -3.152 -1.897
C -1.822 3.392 -1.437
C 0.719 3.640 -0.103
C 0.623 3.352 -2.946
C -0.700 -4.178 0.812
C -0.373 -4.725 2.051
C 0.849 -4.459 2.660
C 1.736 -3.601 2.019
C 1.456 -3.049 0.775
H -1.616 -4.484 0.311
H -1.088 -5.363 2.563
H 1.054 -4.815 3.668
H 2.696 -3.397 2.470
H 2.248 -2.479 0.260
C -2.919 -2.689 -1.238
C -4.199 -3.098 -1.624
C -4.374 -3.984 -2.687
C -3.235 -4.411 -3.374
C -1.948 -3.980 -3.019
H -2.819 -2.051 -0.361
H -5.067 -2.719 -1.093
H -5.379 -4.225 -3.050
H -3.368 -5.104 -4.205
H -1.095 -4.420 -3.526
C 1.685 -4.470 -2.351
C 2.684 -4.925 -3.222
C 3.068 -4.191 -4.348
C 2.414 -2.976 -4.591
C 1.418 -2.501 -3.737
H 1.380 -5.067 -1.497
H 3.159 -5.885 -3.027
H 3.878 -4.541 -4.996
H 2.689 -2.399 -5.471
H 0.920 -1.553 -3.959
C 2.119 3.780 -0.160
C 2.781 4.425 0.887
C 2.076 4.791 2.039
C 0.729 4.460 2.190
C 0.062 3.844 1.129
H 2.658 3.619 -1.103
H 3.837 4.691 0.784
H 2.635 5.159 2.893
H 0.201 4.749 3.102
H -1.031 3.757 1.194
C -2.914 2.719 -0.818
C -4.207 3.257 -0.781
C -4.482 4.504 -1.343
C -3.415 5.171 -1.958
C -2.117 4.629 -2.039
H -2.735 1.756 -0.351
H -5.012 2.693 -0.319
H -5.503 4.908 -1.341
H -3.627 6.153 -2.384
H -1.334 5.219 -2.501
C 1.062 4.690 -3.031
C 1.713 5.142 -4.199
C 2.008 4.269 -5.258
C 1.609 2.927 -5.144
C 0.943 2.459 -4.001
H 0.848 5.400 -2.229
H 1.965 6.205 -4.302
H 2.580 4.613 -6.128
H 1.802 2.238 -5.973
H 0.589 1.420 -3.964
H -2.821 0.068 -2.583
H -2.582 -0.012 -3.274
C 1.234 0.516 5.864
N 1.403 0.394 4.436
N 0.373 0.031 3.609
C 0.839 0.253 2.361
O 0.095 -0.094 1.322
C 2.014 1.006 2.419
C 2.302 1.156 3.723
C 3.510 1.805 4.295
C -0.620 -0.942 3.966
C -1.831 -0.970 3.243
C -2.754 -1.984 3.459
C -2.433 -2.943 4.423
C -1.237 -2.939 5.152
C -0.307 -1.936 4.900
H 2.124 0.137 6.371
H 0.263 0.088 6.150
H 1.258 1.545 6.193
H 2.622 1.351 1.581
H 3.123 2.624 4.911
H 4.090 1.153 4.974
H 4.172 2.264 3.549
H -1.992 -0.207 2.494
H -3.697 -1.969 2.895
H -3.188 -3.668 4.655
H -1.012 -3.706 5.900
H 0.677 -1.962 5.371

Record 4
109
Properties=species:S:1:pos:R:3 method="wB97M-V/def2-TZVPD" spin_multiplicity=2 homo_lumo_gap_ev="6.85 / 3.10" s2=0.75 relative_energy_kj_mol=146.9 charge=+1 e_tot_ev=-220495.5892 homo_energy_ev="-9.54 / -9.54" largest_force_ev_per_a=2.6
Tl -0.225 -1.439 1.626
C 1.715 -1.616 3.194
C 2.425 -2.867 3.270
C 2.225 -3.424 4.512
C 1.439 -2.538 5.284
C 1.164 -1.426 4.527
H 2.189 -0.785 2.684
H 3.080 -3.245 2.512
H 2.625 -4.357 4.862
H 1.141 -2.705 6.302
H 0.662 -0.535 4.856
C -1.751 1.934 -0.250
C -2.086 0.554 -0.686
C -2.735 0.250 -1.883
C -3.028 -1.091 -1.799
N -2.582 -1.542 -0.619
N -1.963 -0.554 0.055
B -2.728 -2.976 -0.093
N -2.981 -2.988 1.434
C -4.012 -3.558 2.075
C -3.892 -3.299 3.423
C -2.727 -2.542 3.547
C -2.111 -1.959 4.761
N -2.198 -2.377 2.336
N -1.409 -3.673 -0.427
C -1.146 -4.480 -1.465
C 0.200 -4.762 -1.463
C 0.719 -4.053 -0.378
C 2.114 -4.069 0.110
N -0.266 -3.386 0.227
N -3.924 -3.640 -0.744
C -4.226 -4.958 -0.857
C -5.551 -5.065 -1.200
C -6.016 -3.736 -1.275
C -7.390 -3.256 -1.570
N -5.026 -2.915 -0.993
H -2.092 2.641 -1.001
H -0.679 2.081 -0.115
H -2.253 2.145 0.692
H -2.959 0.925 -2.684
H -3.528 -1.736 -2.490
H -4.771 -4.105 1.555
H -4.543 -3.606 4.214
H -2.725 -2.166 5.632
H -2.000 -0.879 4.645
H -1.120 -2.383 4.920
H -1.917 -4.787 -2.139
H 0.744 -5.380 -2.146
H 2.734 -4.661 -0.557
H 2.140 -4.521 1.100
H 2.511 -3.058 0.161
H -3.498 -5.721 -0.673
H -6.116 -5.955 -1.384
H -7.927 -3.984 -2.173
H -7.353 -2.302 -2.091
H -7.934 -3.111 -0.636
Se 4.128 3.095 -1.955
P 2.201 2.384 -2.546
C 2.206 1.672 -4.221
C 1.264 0.741 -4.647
C 1.330 0.250 -5.937
C 2.312 0.694 -6.808
C 3.236 1.634 -6.389
C 3.188 2.122 -5.097
C 0.901 3.665 -2.556
C -0.335 3.355 -3.113
C -1.298 4.340 -3.231
C -1.035 5.625 -2.781
C 0.187 5.926 -2.206
C 1.164 4.950 -2.105
C 1.701 1.062 -1.450
C 1.425 0.886 -0.088
N 1.151 -0.435 0.035
N 1.268 -1.011 -1.136
N 1.604 -0.150 -2.027
P 1.380 1.842 1.445
Se -0.301 1.282 2.693
C 1.465 3.638 1.171
C 2.727 4.196 0.985
C 2.864 5.567 0.882
C 1.747 6.382 0.980
C 0.492 5.828 1.173
C 0.344 4.455 1.272
C 2.933 1.464 2.325
C 2.968 1.766 3.684
C 4.089 1.457 4.430
C 5.168 0.832 3.821
C 5.141 0.552 2.463
C 4.029 0.873 1.706
H 0.510 0.364 -3.974
H 0.615 -0.493 -6.257
H 2.358 0.301 -7.811
H 4.005 1.982 -7.062
H 3.918 2.846 -4.762
H -0.535 2.354 -3.465
H -2.250 4.111 -3.685
H -1.782 6.396 -2.892
H 0.389 6.925 -1.851
H 2.132 5.186 -1.689
H 3.599 3.561 0.927
H 3.846 5.992 0.737
H 1.860 7.453 0.911
H -0.374 6.466 1.266
H -0.631 4.023 1.451
H 2.106 2.232 4.146
H 4.114 1.699 5.480
H 6.039 0.570 4.402
H 5.984 0.076 1.988
H 4.011 0.657 0.645